Record 1
Molecular formula: C6H5N3O2
Method: DFT, wB97M-V/def2-TZVPD

Geometry as ORCA input:
```
! wB97M-V def2-TZVPD RIJCOSX def2/J DEFGRID3
* xyz 0 1
C -0.68175 0.14252 0.85054
C -1.61428 0.83460 1.67421
C -0.08641 0.67923 -0.27431
C -0.68864 1.83966 -0.76630
C -1.93663 2.53412 0.32812
C 0.73356 -0.18967 -1.01392
N -2.22649 1.95361 1.51449
N -0.84474 2.49150 -1.85077
N -2.40522 3.43455 -0.43871
O -3.30937 4.27777 -0.40514
O -1.77720 3.36807 -1.78309
H -0.28981 -0.77061 1.09878
H -1.76616 0.39107 2.59891
H 0.14455 -0.97776 -1.40300
H 1.24577 0.20119 -1.82459
H 1.44223 -0.76469 -0.33401
*
```

* ΔE to the lowest compared entry with this formula, charge and spin: 156.1 kcal per mole
* frontier orbital gap (spin up / spin down): 7.560 / 7.557 eV
* HOMO (spin up / spin down): -8.810 / -8.808 eV

Atomic partial charges in e from the Mulliken method, atoms 1 to 2: C -0.726; C -0.116



Record 2
Molecular formula: C6H5N3O3S
Method: DFT, wB97M-V/def2-TZVPD

Geometry as ORCA input:
```
! wB97M-V def2-TZVPD RIJCOSX def2/J DEFGRID3
* xyz 0 1
C 2.66932 -0.18992 -0.04767
C 1.84505 -0.05742 -1.22139
C 2.10150 -0.30960 1.28071
C 0.46870 0.11405 -1.01967
C 0.83359 0.08448 1.42698
C -0.00481 0.15996 0.27893
N -2.68939 2.37945 0.65292
N -1.96852 1.54431 0.60562
N -1.42905 0.44142 0.42939
O -2.12242 -2.04865 -0.17569
O -2.12773 -0.29032 -1.90534
O -3.79330 -0.29047 -0.05862
S -2.57849 -0.77454 -0.61807
H 3.74880 -0.43425 -0.20029
H 2.17570 0.04087 -2.24821
H 2.63295 -0.48705 2.17662
H -0.20074 0.17006 -1.83960
H 0.43883 -0.05237 2.48340
*
```

* ΔE to the lowest compared entry with this formula, charge and spin: 110.8 kcal per mole
* frontier orbital gap: 9.178 eV
* HOMO: -9.896 eV

Atomic partial charges in e from the Mulliken method, atoms 1 to 2: C -0.378; C -0.678



Record 3
Molecular formula: C6H5N3O4
Method: DFT, wB97M-V/def2-TZVPD

Geometry as ORCA input:
```
! wB97M-V def2-TZVPD RIJCOSX def2/J DEFGRID3
* xyz 0 3
C 0.17928 -1.64215 -0.03227
C -1.07051 -0.93638 0.06969
C 1.49685 -1.07923 -0.13965
C 1.77028 0.20197 0.10401
C -1.24763 0.49749 -0.03662
C 0.85039 1.27264 0.51928
N -0.09154 -2.91791 0.06585
N -2.01030 -1.82788 0.22737
N -1.20865 1.06335 -1.31915
O -1.54453 2.23448 -1.41936
O -0.76879 0.39104 -2.23781
O -1.41215 -3.02324 0.22534
O 0.78045 1.51251 1.82818
H 2.28571 -1.76395 -0.40709
H 2.79493 0.54711 0.01792
H -1.89142 1.00913 0.66323
H 0.77178 2.12415 -0.15460
H 0.31584 2.33688 2.02568
*
```

* ⟨S²⟩: 2.008
* frontier orbital gap (spin up / spin down): 6.990 / 7.155 eV
* HOMO (spin up / spin down): -7.077 / -10.246 eV

Atomic partial charges in e from the Mulliken method, atoms 1 to 2: C 0.955; C 0.717



Record 4
Molecular formula: C6H5N3OS
Method: DFT, wB97M-V/def2-TZVPD

Geometry as ORCA input:
```
! wB97M-V def2-TZVPD RIJCOSX def2/J DEFGRID3
* xyz 0 1
C -0.97082 1.38872 0.61525
C 0.36195 1.63751 0.45016
C -1.50828 0.10642 0.40725
C 1.16935 0.55722 0.00730
C 0.56251 -0.72684 -0.23070
C 1.24053 -1.91949 -0.76362
N -0.74585 -0.89386 0.00152
N 2.11104 -2.45946 0.35026
N 2.82913 -2.04903 1.13245
O 3.28367 2.11835 0.14844
S 2.85129 0.78340 -0.30250
H -1.41873 2.25173 1.07158
H 0.66148 2.60767 0.71918
H -2.50693 -0.11649 0.66470
H 0.54215 -2.66439 -0.84185
H 1.79711 -1.85653 -1.59523
*
```

* ΔE to the lowest compared entry with this formula, charge and spin: 56.1 kcal per mole
* frontier orbital gap (spin up / spin down): 6.041 / 8.367 eV
* HOMO (spin up / spin down): -7.478 / -8.294 eV

Atomic partial charges in e from the Mulliken method, atoms 1 to 2: C -0.303; C -0.568